Density functional theory data (ωB97M-V/def2-TZVPD) for a molecular structure, C2H12NO4.

```
19
Properties=species:S:1:pos:R:3
O -0.10 2.06 -0.63
O 2.59 -1.65 0.40
O -2.47 3.36 -0.50
O 0.41 -2.63 -0.47
N 0.81 0.15 0.73
C -0.31 -0.77 0.97
C -0.56 -1.62 -0.25
H -1.53 -2.12 -0.14
H -2.73 3.44 -1.43
H -0.64 -0.98 -1.14
H 3.10 -1.37 -0.38
H -0.10 -1.43 1.82
H -1.59 2.90 -0.53
H 0.30 1.17 -0.03
H 1.32 -2.27 -0.23
H 1.02 0.67 1.59
H 1.70 -0.54 0.57
H 0.01 1.83 -1.56
H -1.21 -0.21 1.22
```

Computed properties:
- net charge = -1
- LUMO energy (eV) = 3.9
- HOMO (Eh) = -0.176
- Kohn-Sham gap (eV) = 8.691

=====

Density functional theory data (ωB97M-V/def2-TZVPD) for 4 unconnected molecules or ions with the total composition C2H12O3S.

```
18
Properties=species:S:1:pos:R:3
S -0.83 -2.59 0.80
O -2.38 1.06 -0.97
O 2.69 -0.03 -1.15
O 0.33 1.61 -2.47
C 0.09 -0.17 1.95
C -1.14 -0.88 1.42
H -0.18 0.45 2.81
H -1.46 -0.34 0.56
H 2.86 -0.45 -0.28
H -1.89 0.59 -1.66
H -3.23 0.63 -0.91
H 3.47 0.52 -1.35
H -1.97 -0.99 2.08
H 0.91 -0.77 2.32
H 1.04 1.41 -3.09
H 0.74 1.81 -1.63
H 0.54 0.54 1.27
H 0.40 -2.41 0.29
```

Computed properties:
- net charge = -1
- LUMO energy (alpha / beta) (eV) = 3.1 / 3.1
- HOMO (alpha / beta) (Eh) = 0.024 / -0.217
- Kohn-Sham gap (alpha / beta) (eV) = 2.453 / 8.991
- expectation value of S² = 0.75
- spin multiplicity = 2

=====

Density functional theory data (ωB97M-V/def2-TZVPD) for 4 unconnected molecules or ions with the total composition C2H12O3S.

```
18
Properties=species:S:1:pos:R:3
S -1.97 -2.47 1.05
O 3.23 1.14 -1.18
O -1.98 0.29 -1.33
O 0.63 3.76 -2.22
C -1.00 -1.18 1.93
C 0.49 -1.35 1.86
H 3.61 0.31 -0.85
H 0.77 -2.40 1.81
H 0.66 2.82 -2.34
H 1.01 -0.73 1.13
H -0.29 3.84 -2.51
H 1.01 -1.04 2.78
H 2.54 1.00 -1.82
H -2.22 -0.09 -2.16
H -1.33 -0.22 1.50
H -1.44 -1.09 2.93
H -1.05 -2.75 0.07
H -2.67 0.15 -0.66
```

Computed properties:
- net charge = +1
- LUMO energy (alpha / beta) (eV) = -4.3 / -9.4
- HOMO (alpha / beta) (Eh) = -0.499 / -0.499
- Kohn-Sham gap (alpha / beta) (eV) = 9.277 / 4.236
- expectation value of S² = 0.75
- spin multiplicity = 2

=====

Density functional theory data (ωB97M-V/def2-TZVPD) for 4 unconnected molecules or ions with the total composition C2H12O4.

```
18
Properties=species:S:1:pos:R:3
O 2.05 0.96 0.48
O -3.80 4.40 1.97
O -0.54 -0.22 1.72
O 1.04 -2.29 -0.16
C 0.49 -0.83 -1.93
C 1.19 -2.14 -1.59
H 0.24 -0.71 -2.98
H 2.25 -2.17 -1.84
H 0.70 -3.01 -2.04
H -4.53 4.79 2.47
H 1.08 0.91 0.58
H 0.09 -0.84 2.11
H 1.90 -2.54 0.20
H -0.40 -0.72 -1.32
H 1.18 -0.06 -1.58
H 2.27 1.76 0.97
H -4.11 3.52 1.75
H -1.10 -0.81 1.20
```

Computed properties:
- net charge = 0
- LUMO energy (eV) = 0.8
- HOMO (Eh) = -0.377
- Kohn-Sham gap (eV) = 11.006
- SMILES = CCO.O.O.O

=====

Density functional theory data (ωB97M-V/def2-TZVPD) for 4 unconnected molecules or ions with the total composition C2H12O4.

```
18
Properties=species:S:1:pos:R:3
O 0.32 -1.16 -3.07
O -1.08 1.43 -2.36
O -1.83 -1.33 -1.26
O 1.80 -0.31 1.23
C -0.18 0.27 2.48
C 1.30 0.58 2.25
H 1.20 -0.85 -2.84
H 1.41 1.60 1.88
H -2.20 -2.19 -1.04
H -0.42 -0.73 2.14
H -1.14 -1.52 -1.91
H -1.64 2.01 -1.81
H -0.38 0.48 3.53
H -0.88 0.73 -1.72
H -0.73 1.04 1.94
H 1.87 0.38 3.16
H -0.09 -0.44 -3.58
H 2.68 -0.01 0.98
```

Computed properties:
- net charge = 0
- LUMO energy (eV) = 0.6
- HOMO (Eh) = -0.379
- Kohn-Sham gap (eV) = 10.945
- SMILES = CCO.O.O.O

=====

Density functional theory data (ωB97M-V/def2-TZVPD) for 5 unconnected molecules or ions with the total composition C2H12O5.

```
19
Properties=species:S:1:pos:R:3
O 4.37 0.89 -0.88
O -1.15 -1.23 1.19
O -0.84 3.88 -0.31
O 2.05 0.67 -2.12
O 0.15 -0.98 -1.03
C -2.71 -2.34 2.31
C -2.19 -1.17 2.11
H -2.72 -3.28 1.86
H -0.05 -1.73 -1.59
H -0.52 2.96 -0.66
H 1.22 0.21 -2.00
H -2.58 -0.22 2.55
H 0.06 -1.42 -0.18
H 3.72 0.87 -1.55
H 2.31 0.58 -3.05
H -3.40 -2.49 3.13
H -0.51 -0.38 1.34
H 3.96 0.81 -0.06
H -1.17 4.38 -1.05
```

Computed properties:
- net charge = -1
- LUMO energy (alpha / beta) (eV) = 3.7 / 3.5
- HOMO (alpha / beta) (Eh) = 0.019 / -0.211
- Kohn-Sham gap (alpha / beta) (eV) = 3.149 / 9.270
- expectation value of S² = 0.75
- spin multiplicity = 2

=====

Density functional theory data (ωB97M-V/def2-TZVPD) for a molecular structure, C2H13FeO7.

```
23
Properties=species:S:1:pos:R:3
Fe 0.73 0.01 -0.14
O 2.62 1.04 -0.59
O -2.52 -1.03 2.25
O 1.61 -0.47 1.64
O 1.76 -1.52 -1.06
O -0.97 -1.07 0.68
O -0.28 0.48 -1.81
O 0.06 1.72 0.85
C -2.16 -0.89 1.05
C -3.24 -0.53 -0.03
H -2.62 -0.07 -0.79
H -0.70 1.89 1.41
H 3.28 1.31 -1.22
H -3.81 -1.39 -0.40
H 2.52 -0.34 1.90
H 2.64 -1.57 -1.43
H -1.17 0.83 -1.94
H 0.14 0.60 -2.66
H -3.86 0.24 0.43
H 1.24 -2.11 -1.60
H 1.29 -1.16 2.22
H 2.74 1.63 0.15
H 0.69 2.40 1.10
```

Computed properties:
- net charge = +1
- LUMO energy (alpha / beta) (eV) = -4.0 / -4.0
- HOMO (alpha / beta) (Eh) = -0.402 / -0.402
- Kohn-Sham gap (alpha / beta) (eV) = 6.891 / 6.901
- expectation value of S² = 6.01
- spin multiplicity = 5

=====

Density functional theory data (ωB97M-V/def2-TZVPD) for 3 unconnected molecules or ions with the total composition C2H13N2O2.

```
19
Properties=species:S:1:pos:R:3
O -2.13 1.89 1.35
O 2.80 1.04 0.08
N -1.40 -0.38 -1.40
N 0.40 0.08 0.80
C -0.24 -1.23 -1.22
C 0.32 -1.34 0.24
H 3.52 0.41 0.17
H -0.33 -1.99 0.83
H 0.50 -0.88 -1.92
H -1.66 0.03 -2.31
H 3.03 1.82 -0.45
H -0.47 0.58 0.58
H -2.05 2.81 1.08
H -2.59 1.84 2.20
H -2.30 -0.87 -1.21
H 0.33 0.06 1.82
H 1.45 0.27 0.64
H 1.29 -1.82 0.17
H -0.48 -2.30 -1.46
```

Computed properties:
- net charge = +2
- LUMO energy (alpha / beta) (eV) = -7.2 / -13.3
- HOMO (alpha / beta) (Eh) = -0.698 / -0.697
- Kohn-Sham gap (alpha / beta) (eV) = 11.808 / 5.669
- expectation value of S² = 0.75
- spin multiplicity = 2

=====

Calculated values (eV Å⁻¹) of max |F| for the records, taken in order: 1.1 1.7 1.5 1.4 1.6 3.7 4.5 3.9.